Molecular formula: C32H40F10MgN5OSi2
Method: DFT, the ωB97M-V functional and the def2-TZVPD basis

Cartesian coordinates (Å):
Mg: 0.16377 0.53557 -0.38468
C: 3.00457 1.28246 0.96681
N: 1.88425 0.35641 0.98181
C: 2.27633 -0.97324 0.51326
C: 2.67988 -0.91805 -0.96133
N: 1.73853 -0.08147 -1.69809
C: 2.08691 0.37263 -2.89957
C: 3.30192 0.19418 -3.62410
F: 4.28218 -0.62349 -3.16193
C: 3.57139 0.80145 -4.83687
F: 4.76287 0.58771 -5.42268
C: 2.65143 1.61845 -5.46495
F: 2.92968 2.23083 -6.63598
C: 1.42574 1.77874 -4.83979
F: 0.48075 2.54902 -5.41246
C: 1.16643 1.16742 -3.63764
F: -0.06703 1.37421 -3.11012
C: 1.21090 0.34844 2.28636
C: 0.28477 1.55075 2.39951
N: -0.62658 1.49972 1.27031
C: -1.63862 2.35653 1.17223
C: -2.34579 2.39613 -0.05734
F: -1.89981 1.56606 -1.04821
C: -3.42083 3.20166 -0.33290
F: -4.01623 3.15002 -1.53511
C: -3.88267 4.08669 0.63100
F: -4.94530 4.88405 0.39371
C: -3.22003 4.11801 1.84387
F: -3.63792 4.97297 2.79357
C: -2.13979 3.29497 2.10685
F: -1.56735 3.42053 3.33000
H: 3.80221 0.93801 1.64233
H: 2.67456 2.27123 1.27786
H: 3.40381 1.36634 -0.04204
H: 1.40996 -1.62339 0.65534
H: 3.10121 -1.39122 1.11096
H: 2.69551 -1.94805 -1.34040
H: 3.70514 -0.54771 -1.02796
H: 1.94099 0.32414 3.10841
H: 0.60193 -0.55884 2.33485
H: 0.86947 2.48317 2.39534
H: -0.21141 1.50402 3.37009
C: 1.48158 -4.49675 1.41252
Si: -0.13994 -3.95093 2.24390
C: 0.32226 -3.42419 4.00035
C: -1.09548 -5.57680 2.46106
C: -0.96107 -2.55887 1.37894
C: -0.89415 -2.50832 -0.04248
C: -0.79951 -3.70633 -0.82483
C: -0.95314 -3.70105 -2.17769
C: -1.20838 -2.48539 -2.83239
C: -1.18064 -1.35547 -2.06340
N: -0.95045 -1.31734 -0.73305
Si: -2.39050 -1.73864 2.19544
C: -2.07834 -0.52530 3.61782
C: -3.54953 -0.87105 0.99285
C: -3.46645 -3.06199 3.03246
H: 2.20423 -4.77950 2.18288
H: 1.93331 -3.71818 0.79900
H: 1.33309 -5.36758 0.77196
H: 0.67007 -4.27648 4.58910
H: -0.52700 -2.98157 4.52312
H: 1.12076 -2.67832 3.97955
H: -0.41741 -6.36661 2.79733
H: -1.54596 -5.89856 1.51910
H: -1.89833 -5.48891 3.19276
H: -0.69312 -4.64463 -0.29963
H: -0.91910 -4.63134 -2.73351
H: -1.38700 -2.42486 -3.89603
H: -1.32195 -0.39564 -2.54074
H: -2.07080 0.50125 3.25813
H: -1.13925 -0.70556 4.14257
H: -2.88764 -0.61463 4.34743
H: -3.01669 -0.20470 0.31961
H: -4.28468 -0.28436 1.54998
H: -4.08888 -1.59937 0.38300
H: -2.98465 -3.45789 3.93001
H: -3.67138 -3.90014 2.36496
H: -4.41997 -2.62483 3.34145
C: 0.83804 5.32705 -3.23101
N: 1.36206 4.28240 -2.38092
C: 2.75530 3.92112 -2.53912
C: 0.56461 3.57048 -1.57359
O: 0.94874 2.66823 -0.84477
H: 1.33363 6.27799 -3.02302
H: -0.22982 5.44001 -3.05475
H: 0.98915 5.07382 -4.28232
H: 3.40133 4.75701 -2.26121
H: 2.95135 3.64761 -3.57904
H: 2.96569 3.06757 -1.89979
H: -0.49176 3.87048 -1.62426

Calculated values
Lowest unoccupied orbital energy: 2.21 eV
Frontier orbital gap: 6.1 eV
Energy relative to the best compared isomer or geometry (same formula, charge and spin): 0.0 kJ/mol
HOMO: -3.877 eV
Calculated total energy: -3370.3138 hartree
Total charge: -1

---

Molecular formula: C32H40FeN2O4S2
Method: DFT, the ωB97M-V functional and the def2-TZVPD basis

Cartesian coordinates (Å):
Fe: -0.29663 -0.01670 -0.42791
C: 2.65364 -0.02226 -1.66261
O: 1.91877 -0.99694 -0.94436
C: 2.56265 -1.40389 0.24716
C: 1.62285 -2.31174 1.03712
O: 0.48561 -1.56839 1.41123
C: -0.51111 -2.30712 2.08063
C: -1.76657 -1.44010 2.17542
O: -2.19872 -1.19357 0.85169
C: -3.53708 -0.76930 0.74189
H: 3.65834 -0.40019 -1.89749
H: 2.09750 0.16317 -2.58003
H: 2.73150 0.90870 -1.09212
H: 3.48317 -1.96058 -0.00033
H: 2.81052 -0.52969 0.86385
H: 1.32221 -3.17175 0.41726
H: 2.15104 -2.68192 1.93168
H: -0.75032 -3.22021 1.51237
H: -0.16865 -2.59510 3.08742
H: -2.53999 -1.98438 2.74003
H: -1.53497 -0.49950 2.69565
H: -4.22035 -1.58144 1.02639
H: -3.74207 0.11015 1.35705
H: -3.68951 -0.51814 -0.30451
C: -3.16565 3.32354 1.15867
C: -2.35438 2.34647 0.34101
N: -1.40990 1.65683 0.87815
N: -1.17523 1.79290 2.21319
C: 0.03995 1.60657 2.61220
S: 1.44114 1.37700 1.71489
S: 0.19641 1.63870 4.40784
C: -0.62149 3.25521 4.77349
C: 0.27999 4.38504 4.41339
C: 0.45669 4.74243 3.07724
C: 1.35965 5.72558 2.72442
C: 2.08270 6.39114 3.70130
C: 1.89792 6.06151 5.03450
C: 1.00626 5.06514 5.38671
C: -2.58711 2.23039 -1.08526
C: -3.87300 2.30833 -1.61098
C: -4.10632 2.26541 -2.96965
C: -3.02726 2.18037 -3.84416
C: -1.74773 2.10003 -3.35934
C: -1.46848 2.03650 -1.97051
O: -0.27149 1.83795 -1.56643
H: -2.50284 4.06726 1.59985
H: -3.64463 2.79569 1.98286
H: -3.91161 3.82804 0.55395
H: -0.84014 3.22460 5.84120
H: -1.53893 3.25545 4.18751
H: -0.09201 4.21966 2.30778
H: 1.49831 5.97167 1.68150
H: 2.79800 7.15193 3.42449
H: 2.45294 6.58447 5.80167
H: 0.87884 4.79921 6.42852
H: -4.71656 2.34531 -0.93187
H: -5.12085 2.27808 -3.34542
H: -3.20326 2.15485 -4.91295
H: -0.90205 2.00126 -4.02548
C: -1.34076 -3.60914 -1.44312
C: -1.42025 -2.60034 -2.59276
C: -0.47388 -3.07816 -3.71296
C: -1.10812 -1.21300 -2.12735
C: -2.83055 -2.39239 -3.09733
C: -3.07794 -1.66177 -4.26935
C: -4.35315 -1.30145 -4.63953
C: -5.44597 -1.68072 -3.87159
C: -5.23105 -2.47440 -2.75794
C: -3.95173 -2.83028 -2.38173
H: -0.29444 -3.74176 -1.17240
H: -1.75570 -4.57956 -1.72429
H: -1.86928 -3.21919 -0.57785
H: 0.52729 -3.21915 -3.30732
H: -0.40563 -2.34559 -4.51386
H: -0.82692 -4.02243 -4.13213
H: -1.09455 -0.53732 -2.99649
H: -2.25209 -1.34695 -4.89096
H: -4.50577 -0.71511 -5.53719
H: -6.44535 -1.37303 -4.14457
H: -6.07312 -2.82866 -2.17623
H: -3.82406 -3.46312 -1.51780

Calculated values
Lowest unoccupied orbital energy (alpha / beta): 2.65 / 2.65 eV
Frontier orbital gap (alpha / beta): 6.0 / 6.8 eV
Multiplicity: 6
Energy relative to the best compared isomer or geometry (same formula, charge and spin): 64.7 kJ/mol
HOMO (alpha / beta): -3.357 / -4.158 eV
Calculated total energy: -3713.8580 hartree
⟨S²⟩: 8.762
Total charge: -1

---

Molecular formula: C32H40MoN3O4P2
Method: DFT, the ωB97M-V functional and the def2-TZVPD basis

Cartesian coordinates (Å):
C: -1.24187 -4.89780 -1.44971
C: -0.99325 -3.51968 -1.69009
N: -1.56652 -2.56095 -0.87150
C: -2.26100 -2.95310 0.20976
C: -2.54117 -4.29508 0.45851
C: -2.03137 -5.28488 -0.38386
C: -0.25728 -3.05551 -2.81663
P: 0.24735 -1.35074 -2.96768
Mo: -1.02433 -0.41839 -1.09132
P: -2.77346 -0.19056 0.44626
C: -2.65764 -1.87390 1.19827
C: -0.72565 1.63091 -1.72945
C: 0.52083 2.13449 -1.33376
C: 0.77992 3.50006 -1.42169
C: -0.17847 4.33269 -2.00903
C: -1.41638 3.81719 -2.44039
C: -1.71971 2.45203 -2.27767
O: -2.82051 -2.90308 -4.22824
O: -4.54527 -1.87806 -2.50221
H: -0.79416 -5.60577 -2.14816
H: -3.15036 -4.51377 1.33165
H: -2.25505 -6.33368 -0.18773
C: 2.03736 -1.15915 -2.68355
C: 0.01098 -0.80410 -4.68484
H: -3.64006 -2.08825 1.63767
H: -1.91579 -1.81728 2.01782
H: -1.87698 -2.99264 -3.93582
H: 0.23985 -3.81946 -3.42150
C: -2.44721 0.94660 1.81391
C: -4.48137 0.13331 0.04666
H: 1.32145 1.45330 -1.04917
H: 1.74503 3.85872 -1.04537
H: 0.06524 5.38996 -2.12926
H: -2.14063 4.49009 -2.90951
H: -2.66619 1.97634 -2.56663
H: -2.11766 -0.19021 -2.58050
H: -5.06713 -1.29421 -3.07400
H: -3.92590 -2.35385 -3.13266
H: -3.02218 -3.75054 -4.65928
H: -2.52281 -0.71601 -2.00537
H: 2.60845 -1.71130 -3.44266
H: 2.27973 -0.08727 -2.72700
H: 2.29621 -1.54732 -1.68891
H: 0.72685 -1.31946 -5.34287
H: -1.02193 -1.00703 -5.00078
H: 0.19348 0.27878 -4.71056
H: -5.06146 0.09058 0.97879
H: -4.51181 1.14576 -0.37931
H: -4.80418 -0.60159 -0.70313
H: -3.16633 0.88982 2.64306
H: -1.46572 0.68600 2.21462
H: -2.34143 1.95762 1.39771
O: 1.31969 -2.31523 0.32093
C: 1.33983 -1.17858 0.75861
N: 2.45378 -0.61418 1.40855
C: 2.08981 0.64822 2.01533
C: 0.73680 0.90832 1.37976
O: 0.15530 1.99905 1.42654
N: 0.34272 -0.20480 0.64898
C: 2.08964 0.53435 3.53889
C: 0.95677 0.72481 4.33439
C: 1.10360 0.71005 5.73790
C: 2.36613 0.50485 6.31098
C: 3.48715 0.29850 5.49279
C: 3.34264 0.30245 4.10481
C: 2.96994 1.80077 1.58794
C: 4.00877 1.66095 0.67222
C: 4.75272 2.80523 0.32473
C: 4.42763 4.05760 0.86722
C: 3.35613 4.18168 1.76448
C: 2.63034 3.04703 2.12002
H: 3.09895 -1.29762 1.76297
H: -0.00546 0.91822 3.86661
H: 0.22634 0.87646 6.36278
H: 2.48329 0.50481 7.39451
H: 4.48480 0.14558 5.90600
H: 4.19557 0.18094 3.43507
H: 4.23288 0.68012 0.26079
H: 5.58424 2.68654 -0.36604
H: 5.00884 4.93893 0.59244
H: 3.06192 5.13417 2.20327
H: 1.77675 3.09111 2.79366

Calculated values
Lowest unoccupied orbital energy (alpha / beta): -5.40 / -4.65 eV
Frontier orbital gap (alpha / beta): 4.4 / 5.2 eV
Multiplicity: 3
HOMO (alpha / beta): -9.835 / -9.870 eV
Calculated total energy: -2459.2846 hartree
⟨S²⟩: 2.055
Total charge: +1